<A>
# C5H27NO11

A cluster of 10 separate species, C5H27NO11 in total (wB97M-V/def2-TZVPD, the OMol25 dataset).

## Properties
SMILES: C=CCCNC(=O)O.O.O.O.O.O.O.O.O.O
HOMO energy: -0.3506 Ha
2S+1: 1

```
44
C5H27NO11, DFT wB97M-V/def2-TZVPD
C -0.82 1.72 -2.32
C 0.14 0.65 -2.90
C 0.84 -0.16 -1.86
C 0.80 -1.48 -1.81
N -1.26 1.38 -0.98
C -1.17 2.15 0.13
O -0.85 3.43 -0.14
O -1.38 1.76 1.26
H -1.71 1.77 -2.96
H -0.42 2.72 -2.31
H 0.73 1.25 -3.59
H -0.48 -0.08 -3.42
H 1.46 0.37 -1.14
H 1.33 -2.17 -1.16
H 0.19 -2.03 -2.54
H -1.65 0.46 -0.91
H 0.11 3.57 -0.06
H -0.54 -3.04 1.65
H -1.45 -1.97 1.57
O -1.47 -2.94 1.39
H 2.18 -0.41 1.00
H 2.57 -0.60 2.47
O 2.07 -0.02 1.88
H -2.46 -1.53 -0.51
H -4.03 -1.56 -0.71
O -3.28 -1.04 -0.44
H -0.59 0.06 2.06
H -1.23 -0.34 3.41
O -0.87 -0.70 2.59
H 2.11 3.66 0.56
H 2.62 3.05 -0.73
O 1.85 3.50 -0.37
H 4.18 2.07 1.71
H 2.68 1.75 1.88
O 3.32 2.49 1.73
H -4.67 0.10 1.35
H -3.32 0.72 1.88
O -4.26 0.84 1.81
H 0.43 -4.55 -1.00
H -0.25 -3.71 0.14
O 0.58 -4.13 -0.15
H 3.27 -2.76 0.26
H 1.98 -2.27 0.92
O 2.71 -1.98 0.36
```

***

<B>
# C5H27NO11

A cluster of 10 separate species, C5H27NO11 in total (wB97M-V/def2-TZVPD, the OMol25 dataset).

## Properties
SMILES: N[C@@H](C=O)CCC=O.O.O.O.O.O.O.O.O.O
HOMO energy: -0.3172 Ha
2S+1: 1

```
44
C5H27NO11, DFT wB97M-V/def2-TZVPD
O 1.43 1.50 3.03
C 0.29 1.43 3.35
C -0.74 1.19 2.19
C -0.22 0.97 0.74
C -1.23 1.02 -0.35
C -1.91 2.32 -0.76
O -2.73 2.12 -1.62
N -1.31 0.00 2.78
H -0.32 1.61 4.17
H -1.53 2.03 2.25
H 0.56 1.85 0.74
H 0.38 0.05 0.61
H -0.67 0.69 -1.28
H -2.02 0.18 -0.30
H -1.48 3.20 -0.37
H -2.28 0.14 3.11
H -1.16 -0.95 2.37
H 2.38 0.87 -1.23
H 3.41 0.18 -0.14
O 2.47 0.53 -0.39
H 1.08 3.94 0.48
H 0.30 3.88 1.84
O 0.29 4.29 0.93
H 1.30 -4.59 1.25
H 2.27 -3.98 2.30
O 1.48 -3.76 1.75
H 0.40 -1.41 -3.16
H -1.20 -1.53 -2.82
O -0.59 -0.93 -3.23
H 3.19 3.05 1.46
H 2.55 2.33 0.25
O 2.70 3.20 0.50
H -0.74 -3.03 0.29
H 0.38 -2.26 0.80
O -0.49 -2.10 0.44
H 3.75 -1.44 -2.19
H 2.73 -0.72 -3.15
O 3.37 -1.44 -3.08
H -2.76 -3.89 -1.76
H -1.88 -2.90 -2.09
O -1.85 -3.86 -2.17
H -3.65 -1.37 -3.24
H -2.66 -0.89 -1.98
O -3.26 -1.51 -2.31
```

***

<A> wins, 91.4 kcal/mol ahead of the next structure.

***

<A>
# C18H22N4O3

An isolated molecule of C18H22N4O3 (wB97M-V/def2-TZVPD, the OMol25 dataset).

## Properties
SMILES: COc1ccc(-c2[nH]ncc2CN(C)[C@@H](C)c2ccon2)c(OC)c1
HOMO energy: -0.2890 Ha
2S+1: 1

```
47
C18H22N4O3, DFT wB97M-V/def2-TZVPD
C -5.62 -1.06 -0.30
H -5.88 -1.06 0.76
O -4.78 0.02 -0.62
C -3.56 0.10 -0.02
C -3.06 -0.81 0.90
C -1.80 -0.61 1.43
C -1.00 0.47 1.07
C -1.53 1.40 0.15
C -2.79 1.20 -0.39
H -3.22 1.89 -1.10
O -0.73 2.46 -0.16
C -1.18 3.39 -1.12
H -0.38 4.13 -1.20
H -1.34 2.92 -2.09
H -2.10 3.88 -0.79
C 0.33 0.63 1.62
C 1.36 -0.26 1.88
C 2.37 0.54 2.46
N 2.00 1.80 2.55
N 0.78 1.85 2.04
H 0.29 2.72 1.96
H 3.34 0.23 2.80
C 1.50 -1.72 1.57
N 1.72 -2.06 0.17
C 0.52 -2.00 -0.63
H 0.73 -2.35 -1.64
H -0.23 -2.66 -0.19
H 0.07 -1.00 -0.69
C 2.91 -1.47 -0.41
C 2.84 0.00 -0.72
N 3.70 0.83 -0.19
O 3.42 2.06 -0.65
C 2.39 1.99 -1.48
C 1.96 0.71 -1.59
H 1.17 0.33 -2.19
H 2.05 2.91 -1.93
C 3.35 -2.24 -1.66
H 2.72 -2.01 -2.52
H 4.38 -1.97 -1.91
H 3.31 -3.31 -1.46
H 3.70 -1.58 0.35
H 2.37 -2.10 2.13
H 0.62 -2.28 1.90
H -1.42 -1.31 2.16
H -3.64 -1.66 1.22
H -5.16 -2.02 -0.56
H -6.52 -0.92 -0.89
```

***

<B>
# C18H22N4O3

An isolated molecule of C18H22N4O3 (wB97M-V/def2-TZVPD, the OMol25 dataset).

## Properties
SMILES: CCCCOC(=O)C1=C(C)Nc2ncnn2[C@H]1c1cccc(OC)c1
HOMO energy: -0.3101 Ha
2S+1: 1

```
47
C18H22N4O3, DFT wB97M-V/def2-TZVPD
C -3.56 -1.01 0.45
C -2.51 -1.65 -0.46
C -1.86 -2.89 0.16
C -1.02 -2.58 1.40
H -0.56 -3.51 1.76
H -1.63 -2.14 2.19
O 0.00 -1.62 1.15
C 1.09 -2.05 0.49
O 1.24 -3.21 0.15
C 2.04 -0.95 0.28
C 3.20 -1.09 -0.41
N 4.04 -0.03 -0.59
C 3.82 1.15 0.07
N 4.60 2.20 0.17
C 3.88 3.02 0.97
N 2.73 2.53 1.36
N 2.69 1.31 0.78
C 1.59 0.39 0.84
C 0.42 0.96 0.07
C 0.45 0.98 -1.32
C -0.60 1.53 -2.02
C -1.70 2.06 -1.36
C -1.74 2.04 0.03
C -0.67 1.49 0.73
H -0.71 1.49 1.81
O -2.75 2.53 0.79
C -3.85 3.13 0.15
H -4.37 2.42 -0.50
H -3.54 4.00 -0.44
H -4.52 3.45 0.94
H -2.51 2.48 -1.93
H -0.58 1.55 -3.10
H 1.30 0.57 -1.85
H 1.29 0.28 1.90
H 4.22 3.99 1.27
H 4.93 -0.15 -1.05
C 3.69 -2.35 -1.05
H 2.94 -3.13 -0.98
H 4.60 -2.69 -0.54
H 3.93 -2.17 -2.09
H -2.62 -3.61 0.44
H -1.21 -3.35 -0.59
H -1.74 -0.91 -0.68
H -2.98 -1.94 -1.40
H -4.09 -0.23 -0.09
H -4.29 -1.76 0.77
H -3.10 -0.57 1.33
```

***

<B> wins, 72.1 kcal/mol ahead of the next structure.